#one
Formula: C16H46O7
Source: the OMol25 dataset
Level of theory: ωB97M-V/def2-TZVPD

Element x y z (Å)
C (3.634, 0.649, 3.105)
C (4.099, -0.845, 3.322)
C (3.509, -1.868, 2.380)
O (5.465, -0.833, 3.126)
H (2.546, 0.644, 3.039)
H (3.960, 1.139, 2.188)
H (3.786, 1.385, 3.894)
H (3.913, -1.265, 4.311)
H (3.718, -2.887, 2.705)
H (3.870, -1.637, 1.378)
H (2.435, -1.681, 2.338)
H (5.619, -0.348, 2.312)
C (-1.196, 1.038, -1.256)
C (0.225, 0.895, -0.626)
C (0.055, 0.683, 0.850)
O (0.870, -0.182, -1.213)
H (-1.754, 1.975, -1.244)
H (-1.916, 0.402, -0.741)
H (-1.131, 0.845, -2.326)
H (0.956, 1.685, -0.801)
H (-0.905, 0.242, 1.119)
H (0.029, 1.641, 1.371)
H (0.820, 0.083, 1.343)
H (1.080, 0.197, -2.070)
C (-4.147, -1.266, 2.804)
C (-4.041, -0.709, 4.177)
O (-4.786, -1.415, 5.089)
H (-5.099, -0.943, 2.383)
H (-4.008, -2.336, 2.653)
H (-3.359, -0.753, 2.252)
H (-4.358, 0.331, 4.249)
H (-3.015, -0.624, 4.536)
H (-4.237, -2.177, 5.287)
C (-0.425, -3.429, -0.368)
C (-0.531, -3.296, 1.090)
O (0.481, -3.942, 1.860)
H (-0.502, -4.492, -0.595)
H (0.594, -3.143, -0.629)
H (-1.126, -2.771, -0.881)
H (-1.476, -3.694, 1.459)
H (-0.548, -2.270, 1.459)
H (0.806, -4.722, 1.405)
C (0.784, 4.952, 1.026)
C (-0.362, 5.800, 1.608)
O (-0.998, 4.958, 2.606)
H (1.354, 4.369, 1.749)
H (1.506, 5.547, 0.467)
H (0.345, 4.349, 0.232)
H (-1.034, 5.983, 0.769)
H (0.010, 6.740, 2.016)
H (-0.481, 5.134, 3.395)
C (2.686, 1.285, -5.831)
C (1.618, 1.601, -4.645)
O (1.983, 0.947, -3.441)
H (3.661, 1.745, -5.671)
H (2.334, 1.535, -6.832)
H (2.924, 0.228, -5.948)
H (0.559, 1.398, -4.801)
H (1.671, 2.687, -4.566)
H (2.893, 1.228, -3.322)
C (-3.045, -1.500, -3.574)
C (-2.774, -2.947, -3.805)
O (-2.796, -3.194, -5.209)
H (-2.448, -0.966, -4.314)
H (-2.769, -1.322, -2.535)
H (-4.072, -1.165, -3.716)
H (-3.635, -3.522, -3.466)
H (-1.852, -3.302, -3.345)
H (-1.973, -2.872, -5.583)

- SMILES string: CC(C)O.CC(C)O.CCO.CCO.CCO.CCO.CCO
- Frontier orbital gap: 10.124 eV



#two
Formula: C16H46O7
Source: the OMol25 dataset
Level of theory: ωB97M-V/def2-TZVPD

Element x y z (Å)
C (11.445, 8.304, 17.411)
C (10.972, 9.772, 17.062)
C (10.886, 10.741, 18.248)
O (11.671, 10.315, 15.941)
H (12.458, 8.377, 17.843)
H (11.472, 7.778, 16.462)
H (10.793, 7.866, 18.177)
H (9.978, 9.576, 16.662)
H (11.823, 10.886, 18.780)
H (10.251, 10.239, 18.983)
H (10.518, 11.742, 17.953)
H (12.614, 10.190, 16.057)
C (12.155, 6.633, 14.077)
C (12.017, 6.347, 12.600)
C (11.551, 7.529, 11.696)
O (13.251, 5.759, 12.074)
H (12.228, 5.703, 14.633)
H (11.281, 7.160, 14.498)
H (12.959, 7.323, 14.309)
H (11.294, 5.516, 12.443)
H (10.621, 7.991, 12.036)
H (11.378, 7.237, 10.655)
H (12.250, 8.422, 11.775)
H (13.739, 6.478, 11.703)
C (6.715, 8.395, 15.980)
C (8.045, 7.700, 15.703)
O (8.604, 8.229, 14.534)
H (6.338, 8.209, 16.996)
H (5.945, 8.112, 15.287)
H (6.788, 9.481, 15.865)
H (7.888, 6.638, 15.576)
H (8.803, 7.855, 16.511)
H (8.759, 9.187, 14.638)
C (8.413, 11.042, 12.417)
C (9.132, 11.754, 13.482)
O (9.260, 10.836, 14.573)
H (8.347, 11.490, 11.455)
H (7.345, 10.899, 12.780)
H (8.843, 10.070, 12.266)
H (8.680, 12.667, 13.839)
H (10.133, 12.005, 13.169)
H (10.138, 10.893, 14.988)
C (5.391, 14.955, 13.718)
C (6.086, 13.764, 14.274)
O (7.356, 14.003, 14.900)
H (5.052, 15.706, 14.461)
H (4.532, 14.562, 13.067)
H (6.085, 15.503, 13.126)
H (6.381, 13.127, 13.437)
H (5.392, 13.174, 14.937)
H (7.248, 14.208, 15.847)
C (10.272, 15.331, 16.847)
C (10.568, 13.973, 16.238)
O (11.913, 13.669, 16.629)
H (11.164, 15.951, 16.659)
H (10.226, 15.239, 17.941)
H (9.364, 15.776, 16.445)
H (10.376, 13.983, 15.159)
H (9.848, 13.251, 16.627)
H (12.176, 12.816, 16.305)
C (7.088, 13.241, 7.931)
C (6.925, 11.756, 8.281)
O (6.712, 11.019, 7.089)
H (8.031, 13.423, 7.409)
H (7.149, 13.779, 8.899)
H (6.299, 13.630, 7.342)
H (6.129, 11.598, 9.001)
H (7.864, 11.410, 8.768)
H (6.853, 10.072, 7.243)

- SMILES string: CC(C)O.CC(C)O.CCO.CCO.CCO.CCO.CCO
- Frontier orbital gap: 10.102 eV



Most stable of them? #two.



#one
Formula: C11H13N3S
Source: the OMol25 dataset
Level of theory: ωB97M-V/def2-TZVPD

Element x y z (Å)
C (0.504, -3.640, 0.932)
C (1.416, -2.275, 0.560)
C (-0.349, -1.408, 1.794)
C (-1.526, -2.209, 1.007)
C (0.415, -0.197, -0.042)
C (-0.026, 1.859, -1.070)
C (-0.374, 3.188, -1.265)
C (-0.386, 3.918, -0.082)
C (-0.106, 3.271, 1.154)
C (0.121, 1.974, 1.357)
C (0.197, 1.191, 0.155)
H (1.035, -4.459, 0.211)
H (0.617, -3.874, 2.119)
H (1.585, -2.328, -0.638)
H (2.456, -2.302, 1.098)
H (-1.084, -0.661, 2.211)
H (-0.032, -2.217, 2.611)
H (-2.803, -2.147, 1.758)
H (-1.974, -1.318, 0.116)
H (-0.722, -3.469, -0.796)
H (-0.859, 3.589, -2.258)
H (-0.539, 4.970, -0.072)
H (0.207, 4.056, 1.866)
H (0.382, 1.283, 2.206)
N (0.877, -0.934, 1.087)
N (-0.799, -3.386, 0.348)
N (0.093, -0.644, -1.239)
S (0.076, 0.599, -2.425)

- Frontier orbital gap: 8.454 eV



#two
Formula: C11H13N3S
Source: the OMol25 dataset
Level of theory: ωB97M-V/def2-TZVPD

Element x y z (Å)
C (4.688, -0.997, 1.038)
C (4.289, -0.453, -0.371)
C (1.714, -0.008, -0.211)
C (-0.408, -0.296, -0.007)
C (-1.914, -0.159, -0.002)
C (-2.657, -1.095, -0.777)
C (-4.078, -1.144, -0.642)
C (-4.825, -0.151, 0.042)
C (-4.066, 0.754, 0.760)
C (-2.657, 0.862, 0.671)
C (0.149, 2.070, -0.492)
H (5.269, -1.881, 0.899)
H (3.703, -1.293, 1.569)
H (5.154, -0.346, 1.732)
H (5.181, 0.024, -0.691)
H (3.967, -1.269, -1.029)
H (-2.004, -1.766, -1.377)
H (-4.608, -1.927, -1.305)
H (-5.911, -0.051, 0.167)
H (-4.701, 1.580, 1.269)
H (-2.008, 1.533, 1.284)
H (-0.483, 2.780, 0.436)
H (-0.636, 1.852, -1.667)
H (1.355, 2.567, -0.640)
N (1.542, -1.265, -0.102)
N (0.164, -1.534, 0.040)
N (0.541, 0.675, -0.107)
S (3.241, 0.937, -0.487)

- Frontier orbital gap: 8.861 eV



Most stable of them? #two.



#one
Formula: CHNO3
Source: the OMol25 dataset
Level of theory: ωB97M-V/def2-TZVPD

Element x y z (Å)
O (1.006, -1.375, -0.480)
C (0.607, -0.430, 0.124)
N (-0.713, 0.325, -0.142)
O (-0.414, 1.488, -0.407)
O (-1.749, -0.182, -0.016)
H (1.263, 0.173, 0.921)

- SMILES string: O=C[N+](=O)[O-]
- Frontier orbital gap: 10.479 eV



#two
Formula: CHNO3
Source: the OMol25 dataset
Level of theory: ωB97M-V/def2-TZVPD

Element x y z (Å)
O (-1.638, -0.291, -1.501)
C (-1.262, 0.322, -0.605)
O (-0.946, 0.993, 0.296)
N (1.390, -0.010, 0.814)
O (1.442, -0.290, -0.367)
H (1.014, -0.724, 1.362)

- SMILES string: O=C=O.N=O
- Frontier orbital gap: 9.189 eV



#three
Formula: CHNO3
Source: the OMol25 dataset
Level of theory: ωB97M-V/def2-TZVPD

Element x y z (Å)
O (3.735, -0.766, 0.512)
C (3.006, 0.018, 0.044)
O (2.274, 0.752, -0.387)
N (-0.635, 1.711, -0.297)
O (-0.363, 0.584, 0.026)
H (-0.775, 1.657, -1.302)

- SMILES string: O=C=O.N=O
- Frontier orbital gap: 9.411 eV



Most stable of them? #three.



#one
Formula: C8H8OS2
Source: the OMol25 dataset
Level of theory: ωB97M-V/def2-TZVPD

Element x y z (Å)
C (-0.417, -1.922, -1.764)
S (-0.385, -2.061, 0.062)
C (0.169, -0.538, 0.595)
C (1.087, -0.586, 2.093)
C (1.341, -1.817, 2.706)
O (1.887, -1.960, 3.791)
C (-0.070, 0.713, 0.015)
C (-1.098, 1.094, -0.832)
C (-1.076, 2.455, -1.153)
C (-0.027, 3.114, -0.581)
S (0.945, 2.092, 0.390)
H (-1.382, -1.566, -2.113)
H (-0.251, -2.935, -2.125)
H (0.385, -1.268, -2.090)
H (1.324, 0.381, 2.489)
H (1.023, -2.705, 2.122)
H (-1.869, 0.419, -1.157)
H (-1.807, 2.935, -1.782)
H (0.221, 4.155, -0.666)

- SMILES string: CS/C(=C\C=O)c1cccs1
- Frontier orbital gap (alpha / beta): 7.331 / 6.203 eV



#two
Formula: C8H8OS2
Source: the OMol25 dataset
Level of theory: ωB97M-V/def2-TZVPD

Element x y z (Å)
C (-1.312, -1.450, 0.169)
C (-0.405, -0.442, -0.381)
C (-0.842, 0.218, -1.605)
C (-0.095, 1.327, -2.027)
C (1.143, 1.623, -1.392)
C (1.436, 0.993, -0.182)
C (0.671, 0.002, 0.319)
C (1.201, -0.583, 1.617)
H (-0.880, -2.458, 0.603)
H (-2.122, -1.565, -0.516)
H (-1.713, -0.121, -2.260)
H (-0.343, 1.868, -3.041)
H (1.856, 2.313, -1.853)
H (2.333, 1.375, 0.411)
H (1.838, 0.101, 2.255)
H (1.880, -1.547, 1.547)
O (-2.525, 0.493, 1.795)
S (-2.010, -0.904, 1.796)
S (-0.112, -1.245, 2.746)

- Frontier orbital gap: 9.540 eV



Most stable of them? #two.